(1)
{"formula": "C12H34BF2INO5P2Si2", "method": "wB97M-V/def2-TZVPD", "spin_multiplicity": 1, "gap_ev": 6.729, "charge": -1, "e_tot_ha": -2692.93039, "e_lumo_ha": 0.08813, "species": ["C", "C", "F", "C", "P", "F", "I", "C", "C", "O", "O", "B", "N", "O", "P", "C", "O", "H", "H", "H", "H", "H", "H", "H", "H", "H", "H", "H", "H", "H", "H", "H", "H", "O", "Si", "C", "C", "C", "Si", "C", "C", "C", "H", "H", "H", "H", "H", "H", "H", "H", "H", "H", "H", "H", "H", "H", "H", "H", "H", "H"], "xyz": [[-3.85916, -2.49637, 0.13127], [-3.01756, -1.44075, 0.81788], [-1.67047, -1.84979, 0.68713], [-3.18386, -0.05550, 0.21861], [-3.35527, 1.51423, 1.28016], [-4.44484, 0.58301, 2.25806], [-1.19407, 0.62891, 2.87395], [-4.83395, 2.18638, 0.20616], [-4.42782, 2.65268, -1.15194], [-4.08413, 1.96569, -2.07695], [-4.41544, 4.01932, -1.30845], [-1.79969, 2.49135, 0.50333], [-1.57392, 3.88288, 0.81780], [-0.87710, 1.76987, -0.24310], [-3.85055, 3.34821, 2.69473], [-2.61119, 3.49431, 4.02843], [-5.15482, 2.84242, 3.57625], [-4.86353, -2.50742, 0.56127], [-3.95496, -2.29900, -0.93990], [-3.41138, -3.48132, 0.27966], [-3.23313, -1.41964, 1.88750], [-2.38897, 0.09305, -0.51149], [-4.12058, -0.05794, -0.34258], [-5.28840, 3.01376, 0.75156], [-5.58281, 1.39814, 0.14438], [-4.69241, 4.41876, -0.47241], [-2.17204, 4.55443, 0.35305], [-0.60734, 4.13804, 0.62970], [-0.24582, 1.28190, 0.29913], [-2.85880, 4.40739, 4.58023], [-2.62390, 2.64009, 4.70726], [-1.61457, 3.58801, 3.60205], [-4.95637, 2.05436, 4.09709], [3.45779, -2.22352, -1.49949], [4.81756, -3.05048, -1.11855], [5.28015, -2.75877, 0.66761], [6.23515, -2.50770, -2.21346], [4.48449, -4.86390, -1.39202], [2.83606, -0.69294, -1.57287], [1.08201, -0.77855, -2.16113], [3.85820, 0.33102, -2.76240], [2.89685, 0.09684, 0.11745], [5.56446, -1.71919, 0.84365], [6.12576, -3.39003, 0.95333], [4.44503, -2.99100, 1.33154], [5.96982, -2.58744, -3.26989], [7.11481, -3.13255, -2.03794], [6.51745, -1.47097, -2.01804], [4.21816, -5.06679, -2.43114], [3.66518, -5.21416, -0.76165], [5.37468, -5.45054, -1.14947], [1.00521, -1.22448, -3.15517], [0.66548, 0.23161, -2.20602], [0.45542, -1.35957, -1.48034], [4.87832, 0.48233, -2.40171], [3.39896, 1.31436, -2.88993], [3.91755, -0.14340, -3.74474], [3.92099, 0.24974, 0.46669], [2.37591, -0.51344, 0.85853], [2.40738, 1.07404, 0.08730]], "forces_ev_per_a": [[-0.2, -0.1, -0.1], [0.1, 0.2, 0.3], [0.0, 0.0, -0.1], [-0.1, -0.1, 0.0], [-1.1, 0.6, -0.9], [0.1, 0.0, 0.2], [0.6, -0.2, 0.4], [0.0, 0.1, 0.2], [0.2, 0.0, -0.1], [-0.2, 0.1, 0.1], [0.1, -0.1, 0.1], [-0.2, -0.4, 0.3], [0.4, 0.0, -0.6], [0.6, 0.5, 0.0], [0.3, -0.3, -0.2], [0.0, 0.1, 0.1], [-0.2, 0.2, 0.2], [0.0, 0.1, 0.0], [0.1, -0.1, 0.0], [0.0, 0.0, 0.0], [0.2, -0.1, 0.0], [0.0, 0.1, 0.0], [0.1, 0.0, 0.0], [-0.1, -0.1, 0.0], [0.2, -0.1, -0.1], [0.0, 0.0, 0.0], [-0.3, 0.0, 0.5], [-0.1, 0.1, -0.1], [-0.2, -0.3, 0.0], [0.0, 0.0, 0.0], [0.0, 0.0, 0.0], [0.0, 0.0, 0.0], [0.0, -0.1, -0.2], [0.0, 0.0, -0.1], [0.0, 0.0, 0.0], [0.0, 0.0, 0.0], [0.0, 0.0, 0.0], [0.0, 0.0, 0.0], [-0.1, 0.2, 0.1], [0.0, 0.0, 0.0], [0.0, 0.0, 0.0], [0.0, -0.1, 0.0], [0.0, 0.0, 0.0], [0.0, 0.0, 0.0], [0.0, 0.0, 0.0], [0.0, 0.0, 0.0], [0.0, 0.0, 0.0], [0.0, 0.0, 0.0], [0.0, 0.0, 0.0], [0.0, 0.0, 0.0], [0.0, 0.0, 0.0], [0.0, 0.0, 0.0], [-0.1, 0.0, 0.0], [0.0, 0.0, 0.0], [0.0, 0.0, 0.0], [0.0, 0.0, 0.0], [0.0, 0.0, 0.0], [0.0, 0.0, 0.0], [0.0, 0.0, 0.0], [0.0, 0.0, 0.0]], "nbo_charge": [-0.64, 0.20, -0.40, -0.77, 1.02, -0.67, -0.55, -0.86, 0.79, -0.59, -0.70, 0.81, -1.16, -1.00, 0.83, -1.00, -1.01, 0.21, 0.20, 0.21, 0.19, 0.26, 0.22, 0.22, 0.25, 0.48, 0.40, 0.37, 0.52, 0.22, 0.23, 0.26, 0.48, -1.25, 1.92, -1.15, -1.14, -1.14, 1.91, -1.15, -1.14, -1.15, 0.24, 0.23, 0.25, 0.24, 0.23, 0.23, 0.24, 0.24, 0.23, 0.23, 0.25, 0.26, 0.23, 0.24, 0.23, 0.23, 0.26, 0.24]}

(2)
{"formula": "C12H34ClO9", "method": "wB97M-V/def2-TZVPD", "spin_multiplicity": 1, "gap_ev": 9.738, "relative_energy_kcal_mol": 44.07, "charge": -1, "e_tot_ha": -1614.72667, "e_lumo_ha": 0.10472, "species": ["Cl", "O", "O", "O", "O", "O", "H", "H", "C", "C", "C", "O", "H", "H", "H", "H", "H", "H", "H", "H", "C", "C", "C", "O", "H", "H", "H", "H", "H", "H", "H", "H", "C", "C", "C", "O", "H", "H", "H", "H", "H", "H", "H", "H", "C", "C", "C", "O", "H", "H", "H", "H", "H", "H", "H", "H"], "xyz": [[-0.22540, -0.46477, -0.55242], [0.70689, -1.38391, -1.05915], [-1.52171, -1.14755, -0.60825], [-0.03166, -0.24068, 0.84036], [-0.25075, 0.79091, -1.25335], [-2.21316, -3.85478, 0.62036], [-2.20917, -2.98755, 0.21523], [-1.77311, -3.72895, 1.46105], [-5.46121, 2.11373, -2.37201], [-3.84524, 2.02960, -2.35684], [-3.22904, 3.38378, -2.70259], [-3.41666, 1.65184, -1.08743], [-5.75986, 2.90505, -1.68446], [-5.80259, 1.12622, -2.06154], [-5.98434, 2.47599, -3.25700], [-3.60028, 1.27831, -3.10761], [-3.38233, 3.56155, -3.76702], [-2.15188, 3.39558, -2.53615], [-3.68740, 4.16486, -2.09604], [-2.56048, 1.22895, -1.18598], [3.03955, -1.77842, 2.54899], [3.89191, -2.68193, 1.65202], [4.75974, -2.03197, 0.67714], [4.69064, -3.54145, 2.42585], [2.06268, -1.39970, 2.24832], [3.60822, -0.89236, 2.83113], [2.81146, -2.31876, 3.46774], [3.24844, -3.21349, 0.95095], [4.28690, -2.08090, -0.30374], [5.70537, -2.53121, 0.46582], [4.86604, -0.99500, 0.99572], [5.26225, -3.04256, 3.01403], [-2.30707, 2.06331, 2.95343], [-2.73098, 0.88113, 3.89393], [-4.14283, 0.81915, 4.31956], [-2.40997, -0.22405, 3.22405], [-2.84401, 2.99787, 3.11590], [-2.49711, 1.82775, 1.90629], [-1.23251, 2.23434, 3.01800], [-2.10093, 0.80697, 4.78029], [-4.78567, 0.47415, 3.50973], [-4.60650, 1.73961, 4.67434], [-4.31497, 0.15590, 5.16725], [-1.74630, -0.08213, 2.54507], [3.51799, -1.62397, -3.06482], [3.40613, -0.17886, -2.66925], [4.54759, 0.76529, -3.11789], [2.23994, 0.32996, -3.23496], [3.77654, -1.67744, -4.12237], [2.57812, -2.14271, -2.87600], [4.36181, -2.17372, -2.64788], [3.43681, -0.20600, -1.58002], [4.61752, 0.62862, -4.19703], [5.50487, 0.60827, -2.62084], [4.28089, 1.79791, -2.89277], [1.61656, 0.38820, -2.50722]], "forces_ev_per_a": [[-3.7, -1.7, 1.6], [2.3, -0.3, -1.1], [-0.2, 1.0, -1.0], [1.2, 0.9, 1.4], [0.3, 0.1, -0.6], [-0.2, -0.6, 0.1], [0.2, 0.6, -0.3], [0.1, 0.1, 0.1], [1.7, 0.3, 0.7], [-1.9, 1.1, -0.9], [-0.1, -0.4, -0.5], [-0.5, -0.3, 0.5], [0.1, -0.3, 0.7], [-0.4, 0.2, 0.0], [0.6, -0.5, -0.7], [0.3, -0.1, -0.1], [-0.1, 0.4, -0.1], [0.0, -0.1, 0.1], [0.0, 0.1, -0.1], [0.3, -0.2, 0.2], [0.1, 0.2, 0.6], [-1.3, -0.4, 0.0], [0.7, 2.0, -1.8], [-0.2, -1.5, 0.7], [0.2, -0.2, -0.9], [0.2, 0.1, 0.1], [0.2, -0.2, 0.1], [-0.4, -1.2, 1.1], [-0.2, 0.7, -0.1], [0.1, 0.0, 0.7], [0.7, 0.3, -0.5], [-0.1, 0.3, -0.1], [-0.5, 0.2, 0.6], [1.4, 2.9, 0.1], [-2.1, 0.1, 0.4], [0.3, -4.2, -1.9], [0.1, 0.1, 0.4], [-0.2, -0.4, 0.0], [0.0, 0.1, 0.2], [0.1, 1.1, 0.6], [0.1, -0.1, -0.2], [0.5, 0.5, -0.2], [0.3, -0.4, -0.1], [0.1, 0.0, -0.2], [0.9, -0.5, -1.1], [1.6, 0.1, 0.6], [-0.4, -0.6, 0.0], [-0.7, 0.5, 0.3], [-0.5, 0.0, -0.4], [0.1, 0.0, 0.0], [0.0, 0.1, 0.7], [-0.7, 0.5, 0.3], [0.4, 0.3, -0.1], [0.1, -0.4, -0.1], [-0.3, 0.0, -0.1], [-0.7, 0.1, -0.1]], "nbo_charge": [2.57, -0.86, -0.92, -0.90, -0.87, -0.96, 0.50, 0.46, -0.64, 0.12, -0.63, -0.73, 0.20, 0.22, 0.20, 0.15, 0.19, 0.22, 0.20, 0.50, -0.65, 0.07, -0.63, -0.72, 0.25, 0.19, 0.21, 0.19, 0.22, 0.22, 0.20, 0.46, -0.65, 0.10, -0.62, -0.73, 0.20, 0.23, 0.21, 0.14, 0.22, 0.20, 0.20, 0.50, -0.63, 0.09, -0.62, -0.73, 0.19, 0.24, 0.19, 0.16, 0.20, 0.19, 0.21, 0.50]}

(3)
{"formula": "C12H34N2O6Ti", "method": "wB97M-V/def2-TZVPD", "spin_multiplicity": 4, "gap_ev": [4.320, 9.629], "relative_energy_kcal_mol": 1.38, "charge": 1, "s_squared": 3.752, "e_tot_ha": -1887.72014, "e_lumo_ha": [-0.08731, -0.09736], "species": ["Ti", "C", "O", "C", "C", "N", "C", "C", "O", "C", "H", "H", "H", "H", "H", "H", "H", "H", "H", "H", "H", "H", "H", "H", "H", "C", "O", "C", "C", "N", "C", "C", "O", "C", "H", "H", "H", "H", "H", "H", "H", "H", "H", "H", "H", "H", "H", "H", "H", "O", "H", "H", "O", "H", "H"], "xyz": [[0.34751, 0.05279, -0.22071], [-0.08844, 3.28527, -0.58420], [0.84376, 2.31579, -0.12649], [1.42604, 2.67721, 1.13755], [1.94891, 1.42909, 1.79564], [0.85462, 0.49632, 2.14102], [1.39482, -0.71148, 2.80493], [2.05383, -0.51322, 4.15524], [2.56046, -1.76590, 4.52240], [3.17434, -1.77696, 5.79352], [0.38695, 4.26236, -0.70907], [-0.92606, 3.38000, 0.11112], [-0.45452, 2.94445, -1.54848], [0.69672, 3.20648, 1.75958], [2.26404, 3.34752, 0.92359], [2.55454, 1.72250, 2.66042], [2.63488, 0.95238, 1.08630], [0.27678, 1.00994, 2.80120], [2.07424, -1.19817, 2.10727], [0.55470, -1.38674, 2.98634], [1.30864, -0.17486, 4.89692], [2.84165, 0.25512, 4.16513], [3.12421, -2.78841, 6.19141], [2.68493, -1.08540, 6.48586], [4.23566, -1.50103, 5.73251], [-2.36427, -2.02086, -5.62938], [-1.56431, -1.61750, -4.53917], [-1.48479, -0.21448, -4.42955], [-0.62251, 0.09586, -3.20969], [-1.04084, -0.60930, -1.99170], [-2.44525, -0.46840, -1.61543], [-2.71105, 0.81612, -0.85873], [-1.90517, 0.93519, 0.31870], [-2.44198, 0.21030, 1.41344], [-2.37407, -3.10710, -5.65876], [-1.95914, -1.65763, -6.58228], [-3.39490, -1.66088, -5.52688], [-2.48998, 0.22178, -4.30444], [-1.05020, 0.21862, -5.33840], [-0.63068, 1.17665, -3.05865], [0.40520, -0.19658, -3.42311], [-0.78523, -1.58542, -2.07399], [-2.69387, -1.30717, -0.95930], [-3.12547, -0.55524, -2.46866], [-3.76757, 0.87175, -0.57596], [-2.50455, 1.70953, -1.45187], [-1.90491, 0.51558, 2.30520], [-2.26756, -0.87244, 1.31330], [-3.51575, 0.38662, 1.50295], [2.45113, -0.35476, -1.23929], [3.27669, 0.10406, -1.43317], [2.43319, -1.10669, -1.83847], [0.38877, -2.46762, -0.04368], [1.19717, -2.87839, -0.37164], [0.11873, -3.01666, 0.69961]], "forces_ev_per_a": [[-0.8, 0.1, 0.4], [0.0, 0.2, -0.1], [-0.2, -0.1, 0.5], [0.2, 0.1, -0.6], [0.2, 0.2, 0.0], [1.2, 0.2, -0.1], [-0.7, 0.1, 0.0], [0.1, 0.3, 0.3], [-0.1, -0.2, 0.0], [0.4, 0.0, 0.2], [0.1, 0.0, 0.0], [0.0, -0.1, 0.0], [0.0, 0.0, 0.0], [-0.1, -0.1, 0.0], [-0.1, 0.1, 0.2], [-0.1, 0.1, 0.0], [-0.1, -0.2, 0.1], [-0.3, -0.2, -0.1], [0.1, 0.0, 0.0], [0.1, -0.1, -0.2], [0.0, 0.0, -0.1], [0.1, -0.2, -0.2], [-0.1, 0.0, 0.0], [-0.1, -0.1, 0.0], [-0.1, 0.1, -0.1], [-0.1, -0.1, -0.3], [0.0, 0.1, 0.0], [-0.1, -0.1, 0.2], [-0.3, -0.1, -0.6], [0.6, 0.4, 0.1], [-0.1, -0.4, 0.2], [-0.1, 0.3, 0.0], [0.1, -0.3, -0.2], [0.1, -0.6, 0.1], [0.0, 0.0, 0.1], [0.0, 0.0, 0.1], [0.0, 0.0, 0.0], [0.1, -0.1, -0.1], [0.1, 0.1, 0.1], [0.1, 0.0, 0.1], [0.0, 0.0, 0.1], [-0.3, -0.1, -0.2], [0.1, 0.0, 0.0], [0.0, 0.1, 0.0], [0.0, -0.1, 0.0], [0.1, -0.1, -0.1], [-0.2, 0.2, 0.1], [-0.1, 0.2, -0.1], [0.0, 0.1, 0.2], [0.0, -0.3, 0.1], [0.0, 0.2, 0.1], [0.1, 0.0, -0.1], [0.0, 0.2, -0.2], [0.1, -0.1, 0.0], [-0.1, 0.1, 0.1]], "nbo_charge": [0.65, -0.23, -0.58, -0.07, -0.25, -0.65, -0.23, -0.07, -0.54, -0.25, 0.19, 0.19, 0.20, 0.19, 0.20, 0.20, 0.20, 0.36, 0.21, 0.21, 0.16, 0.16, 0.20, 0.17, 0.18, -0.25, -0.55, -0.08, -0.23, -0.69, -0.26, -0.07, -0.57, -0.24, 0.20, 0.17, 0.17, 0.16, 0.19, 0.20, 0.21, 0.39, 0.21, 0.21, 0.20, 0.19, 0.19, 0.18, 0.19, -0.95, 0.49, 0.49, -0.94, 0.48, 0.50]}

(4)
{"formula": "C12H34N3O6V2", "method": "wB97M-V/def2-TZVPD", "spin_multiplicity": 3, "gap_ev": [4.808, 5.508], "relative_energy_kcal_mol": 132.71, "charge": 3, "s_squared": 2.224, "e_tot_ha": -2980.19862, "e_lumo_ha": [-0.45605, -0.43035], "species": ["O", "V", "O", "V", "O", "H", "C", "C", "C", "O", "C", "N", "H", "H", "H", "H", "H", "H", "H", "H", "H", "H", "H", "C", "C", "C", "O", "C", "N", "H", "H", "H", "H", "H", "H", "H", "H", "H", "H", "H", "C", "C", "C", "O", "C", "N", "H", "H", "H", "H", "H", "H", "H", "H", "H", "H", "H"], "xyz": [[1.93324, 0.00989, -2.93398], [1.38076, 0.64390, -1.51761], [-0.32088, -3.35545, 0.29840], [-0.70318, -2.93397, -1.22014], [-0.02848, -0.98365, -0.93908], [-0.84038, -0.59191, -0.56239], [-1.59442, 2.78992, 0.70991], [-0.85997, 1.91340, -0.32403], [-0.78306, 2.69908, -1.71286], [-0.23020, 1.77805, -2.63591], [-0.15003, 2.39141, -3.87629], [0.43218, 1.55273, 0.26404], [-1.93384, 2.02322, 1.40638], [-2.46838, 3.26830, 0.26781], [-1.08072, 3.62872, 1.17960], [-1.47133, 1.01447, -0.40314], [-0.18478, 3.60293, -1.59787], [-1.69896, 3.01972, -2.20926], [-1.14036, 2.75041, -4.15638], [0.22732, 1.73536, -4.66070], [0.53035, 3.24291, -3.88792], [0.98575, 2.39736, 0.28032], [0.21317, 1.33880, 1.22652], [-2.03772, -1.01844, 1.71918], [-3.01591, -1.94621, 1.06733], [-4.52688, -1.44433, 0.99387], [-4.47630, -0.06536, 0.66506], [-5.76347, 0.38626, 0.24170], [-2.68448, -2.11177, -0.31579], [-1.16353, -1.50710, 2.14942], [-2.57530, -0.61037, 2.57509], [-1.67589, -0.14053, 1.18397], [-3.03385, -2.96486, 1.45482], [-5.09280, -1.35945, 1.92157], [-5.19289, -1.99796, 0.33204], [-6.37261, -0.37167, -0.25084], [-5.71484, 1.13265, -0.55117], [-6.33795, 0.85434, 1.04106], [-2.63561, -1.15863, -0.64630], [-3.51675, -2.50126, -0.73497], [4.10658, 0.99629, 0.83646], [4.03627, -0.19380, -0.06968], [4.86496, -1.46904, 0.35144], [4.71399, -1.75170, 1.74567], [5.56851, -2.76098, 2.23017], [2.63942, -0.68441, -0.23702], [3.67611, 1.91564, 0.43946], [5.15643, 1.10217, 1.10978], [3.64362, 0.75295, 1.79278], [4.36926, 0.10537, -1.06351], [5.87648, -1.24823, 0.01061], [4.53198, -2.26305, -0.31697], [6.60092, -2.57913, 1.93155], [5.24466, -3.71699, 1.81875], [5.53781, -2.89240, 3.31179], [2.70760, -1.66847, -0.45399], [2.32847, -0.75512, 0.72132]], "forces_ev_per_a": [[-1.4, 2.0, 4.1], [0.8, -4.9, -3.7], [-0.9, 0.4, -5.1], [0.4, 1.7, 7.1], [-0.8, -1.1, -1.3], [0.8, -0.1, -0.1], [-1.0, -0.5, -0.6], [-1.8, 3.2, -0.6], [-0.1, -1.3, 1.7], [1.7, -1.2, 1.9], [0.5, 0.9, -2.7], [0.6, 0.1, -1.6], [-0.3, 0.7, 0.7], [-0.2, -0.3, 0.0], [0.6, -0.4, 0.0], [0.0, 0.2, -0.5], [0.4, 0.1, 0.0], [-0.6, 0.0, 1.0], [-0.1, -0.1, -0.1], [-0.2, -0.4, 0.3], [0.0, 0.2, 0.3], [0.2, 0.7, 0.6], [0.6, -0.4, 0.4], [-0.1, 0.1, 2.0], [-1.9, -0.6, 0.7], [0.5, 1.6, 1.8], [0.2, 0.0, -1.8], [-0.8, 0.9, -0.6], [1.8, -0.5, -3.2], [0.0, -0.3, -0.2], [0.2, 0.2, 0.2], [-0.5, -0.2, -0.5], [0.2, 0.2, 0.7], [0.5, -1.3, 0.7], [0.4, -0.4, -0.5], [0.1, -0.5, 0.4], [0.7, 0.2, 0.2], [0.1, -0.3, 0.3], [-0.5, 0.4, -0.7], [-0.1, -0.4, -0.7], [0.3, -0.7, 1.0], [0.6, -1.4, -0.5], [0.1, 1.5, 0.4], [-0.6, 1.3, -1.3], [0.6, -1.2, -0.3], [-0.7, 1.4, 0.2], [0.2, 0.1, -0.1], [0.0, 0.6, -0.2], [-0.2, 0.1, 0.1], [0.3, -0.3, -0.1], [0.5, -0.2, 0.6], [-0.1, -0.6, 0.1], [0.1, 0.1, 0.0], [0.2, -0.2, -0.2], [-0.3, 0.7, -0.1], [-0.2, -0.2, -0.9], [-0.7, 0.3, 0.5]], "nbo_charge": [-0.39, 1.63, -0.31, 1.72, -1.05, 0.48, -0.64, -0.08, -0.09, -0.55, -0.28, -0.90, 0.22, 0.26, 0.26, 0.18, 0.21, 0.24, 0.21, 0.24, 0.20, 0.40, 0.44, -0.66, -0.08, -0.09, -0.58, -0.28, -0.79, 0.25, 0.28, 0.18, 0.25, 0.24, 0.19, 0.19, 0.21, 0.21, 0.39, 0.43, -0.64, -0.07, -0.06, -0.55, -0.26, -0.81, 0.20, 0.28, 0.23, 0.21, 0.21, 0.15, 0.19, 0.17, 0.22, 0.40, 0.40]}